Below is C4H4N4 as an isolated structure at a distorted geometry, with properties calculated with the ωB97M-V functional and the def2-TZVPD basis.

As for the total energy: -10167.74431 eV. The frontier orbital gap is 0.3083 Eh. The spin multiplicity is 1. For the lowest unoccupied orbital energy, the calculation gives -1.2 eV. The calculation puts the molecular weight at 108.1 g mol⁻¹. For the energy above the lowest of the compared OMol25 structures with the same formula, charge and spin, the calculation gives 117.5 kcal per mole. The value obtained for the largest force on an atom is 8.84 eV/A.

Element x y z (Å)
N  1.8810  1.1764  0.1586
N  1.4906  -1.2119  0.0991
N  -0.9405  -0.9147  -0.2724
N  -1.9007  0.2944  -0.1541
C  0.6552  1.1065  -0.2285
C  0.3177  -0.4220  -0.1182
C  -3.2604  0.1152  0.2959
C  2.3081  -0.2551  0.1639
H  3.4707  -0.5933  0.1690
H  -3.7289  1.0708  0.5346
H  -3.5362  -0.9666  0.2644
H  -0.0419  1.8123  -0.4655

***

Below is an isolated ion of composition C9H12N2 and charge +2 at a distorted geometry, with properties calculated with the ωB97M-V functional and the def2-TZVPD basis.

As for the total energy: -12486.46839 eV. The frontier orbital gap (spin up / spin down) is 0.2734 / 0.2734 Eh. The spin multiplicity is 1. Its charge is +2. For the lowest unoccupied orbital energy (spin up / spin down), the calculation gives -10.4 / -10.4 eV. As for the SMILES: CC1=C[NH+]=C2C=CC=C[N@+]12C. The calculation puts the molecular weight at 148.2 g mol⁻¹. For the energy above the lowest of the compared OMol25 structures with the same formula, charge and spin, the calculation gives 23.6 kcal per mole. The value obtained for the largest force on an atom is 4.80 eV/A.

Element x y z (Å)
N  0.1228  2.1391  0.1093
N  0.0897  -0.2188  -0.1194
C  -2.7280  -0.1371  0.1968
C  -0.6303  -1.2566  0.6404
C  1.3967  0.2302  0.4402
C  1.3753  1.5831  0.4533
C  -2.1603  1.0957  -0.0693
C  -0.7535  1.2105  -0.0932
C  -1.9537  -1.2660  0.6445
C  0.1125  -0.7373  -1.5622
C  2.5690  -0.6841  0.4376
H  -2.5116  -2.0557  1.1742
H  -3.7624  -0.2601  0.1904
H  2.0477  2.2944  0.9131
H  0.1187  -1.9734  0.9079
H  0.4321  0.0524  -2.3193
H  -0.7173  -1.3613  -1.9609
H  2.8098  -1.4419  -0.2900
H  -2.8919  2.0390  -0.1373
H  0.1146  3.1688  -0.0530
H  2.4777  -1.1687  1.4962
H  1.0521  -1.3360  -1.5412
H  3.3904  0.0839  0.5415